Record 1
C45H95N5O5 | the ωB97M-V functional and the def2-TZVPD basis

Geometry as XYZ:
```
150
Properties=species:S:1:pos:R:3:lowdin_charge:R:1
C 0.27 0.42 -7.76 -0.024
C -0.94 -0.12 -6.98 -0.513
C -1.05 0.65 -5.64 -0.151
C -1.51 2.09 -5.82 -0.167
C -2.85 2.06 -6.59 -0.135
C -2.84 1.30 -7.93 -0.511
N -2.20 -0.01 -7.70 -0.100
O -2.28 -0.82 -8.87 -0.020
C -4.29 1.05 -8.34 -0.040
C -2.13 2.20 -8.95 -0.023
C -0.74 -1.59 -6.59 -0.033
H 0.33 1.50 -7.87 0.064
H 0.28 0.01 -8.77 0.087
H 1.19 0.05 -7.30 0.084
H -1.67 0.15 -4.89 0.101
H -0.03 0.70 -5.24 0.113
H -0.74 2.57 -6.43 0.093
H -1.65 2.65 -4.90 0.107
H -3.16 3.11 -6.69 0.121
H -3.60 1.61 -5.92 0.115
H -4.85 1.98 -8.47 0.084
H -4.32 0.45 -9.25 0.079
H -4.83 0.56 -7.52 0.082
H -2.82 2.93 -9.37 0.083
H -1.31 2.76 -8.49 0.064
H -1.73 1.55 -9.73 0.086
H 0.19 -1.68 -6.01 0.082
H -0.66 -2.26 -7.44 0.084
H -1.42 -1.81 -5.77 0.085
H -2.64 -1.62 -8.47 0.102
C -5.26 5.03 4.03 -0.041
C -5.39 4.76 2.53 -0.505
C -6.91 4.51 2.36 -0.172
C -7.45 4.49 0.95 -0.157
C -7.09 5.91 0.46 -0.165
C -5.59 6.15 0.43 -0.501
N -4.99 5.93 1.75 -0.113
O -3.65 6.30 1.93 0.007
C -4.89 5.38 -0.73 -0.023
C -5.42 7.62 0.00 -0.060
C -4.70 3.43 2.12 -0.023
H -4.19 4.99 4.27 0.082
H -5.76 4.33 4.70 0.082
H -5.65 6.03 4.20 0.088
H -7.24 3.74 3.08 0.118
H -7.48 5.29 2.89 0.117
H -8.54 4.54 0.98 0.113
H -7.03 3.80 0.21 0.106
H -7.63 6.63 1.08 0.122
H -7.54 6.03 -0.53 0.121
H -3.91 5.81 -0.92 0.076
H -4.77 4.31 -0.60 0.063
H -5.48 5.54 -1.64 0.084
H -5.96 7.94 -0.90 0.086
H -5.83 8.30 0.75 0.088
H -4.39 7.88 -0.25 0.078
H -4.83 2.76 2.98 0.082
H -3.62 3.58 2.19 0.075
H -5.03 2.93 1.21 0.069
H -3.74 7.22 2.19 0.105
C -0.55 2.23 0.92 -0.035
C -0.52 0.69 0.98 -0.513
C -1.93 0.11 0.69 -0.120
C -2.46 0.33 -0.74 -0.157
C -1.45 -0.29 -1.70 -0.142
C 0.02 0.08 -1.40 -0.481
N 0.37 0.04 0.03 -0.088
O 1.69 0.50 0.20 -0.038
C 0.92 -0.93 -2.12 -0.040
C 0.33 1.47 -2.04 -0.021
C -0.05 0.39 2.40 -0.042
H 0.45 2.62 0.78 0.079
H -0.99 2.64 1.84 0.077
H -1.19 2.69 0.15 0.072
H -1.90 -0.95 0.93 0.123
H -2.58 0.63 1.40 0.113
H -2.44 1.39 -1.01 0.098
H -3.40 -0.21 -0.78 0.113
H -1.68 0.00 -2.72 0.094
H -1.53 -1.38 -1.70 0.120
H 0.49 -1.10 -3.11 0.075
H 1.95 -0.61 -2.02 0.074
H 0.88 -1.94 -1.68 0.082
H 0.92 2.09 -1.37 0.069
H 0.93 1.43 -2.95 0.075
H -0.57 2.02 -2.31 0.073
H -0.82 0.64 3.14 0.088
H 0.89 0.81 2.73 0.089
H -0.07 -0.70 2.53 0.068
H 2.16 -0.23 0.61 0.052
C 3.59 -2.32 0.65 -0.041
C 5.02 -1.89 0.31 -0.469
C 5.00 -0.38 -0.13 -0.131
C 6.32 0.27 0.11 -0.204
C 6.66 0.23 1.58 -0.135
C 6.92 -1.23 2.01 -0.510
N 5.78 -2.06 1.58 -0.082
O 6.07 -3.45 1.76 -0.024
C 8.22 -1.70 1.33 -0.029
C 7.05 -1.19 3.55 -0.020
C 5.55 -2.66 -0.90 -0.025
H 3.24 -1.80 1.54 0.083
H 3.33 -3.37 0.78 0.080
H 2.85 -2.08 -0.13 0.068
H 4.76 -0.42 -1.20 0.118
H 4.13 0.12 0.28 0.101
H 6.22 1.29 -0.30 0.120
H 7.12 -0.07 -0.54 0.111
H 5.96 0.82 2.17 0.125
H 7.63 0.75 1.59 0.120
H 8.50 -2.67 1.74 0.078
H 8.10 -1.85 0.26 0.065
H 9.11 -1.07 1.45 0.088
H 7.82 -0.57 3.99 0.088
H 6.04 -0.93 3.88 0.083
H 7.24 -2.23 3.83 0.071
H 6.55 -2.30 -1.15 0.073
H 4.84 -2.56 -1.72 0.086
H 5.63 -3.72 -0.65 0.082
H 6.23 -3.54 2.70 0.085
C 0.26 -7.06 6.29 -0.040
C 1.53 -6.29 5.87 -0.515
C 2.08 -6.98 4.63 -0.145
C 3.00 -6.14 3.77 -0.164
C 2.32 -4.81 3.44 -0.127
C 1.90 -4.00 4.70 -0.475
N 1.17 -4.90 5.62 -0.124
O 0.64 -4.29 6.76 -0.014
C 3.09 -3.21 5.27 -0.020
C 0.81 -3.02 4.25 -0.056
C 2.53 -6.31 7.04 -0.030
H 0.47 -8.13 6.38 0.084
H -0.44 -7.04 5.44 0.083
H -0.27 -6.71 7.17 0.078
H 2.64 -7.83 5.04 0.122
H 1.31 -7.37 3.96 0.121
H 3.52 -6.63 2.95 0.115
H 3.82 -5.82 4.44 0.108
H 1.43 -4.80 2.80 0.113
H 3.08 -4.22 2.92 0.092
H 3.77 -3.83 5.85 0.067
H 3.70 -2.74 4.49 0.072
H 2.74 -2.43 5.94 0.084
H 1.21 -2.20 3.64 0.066
H 0.07 -3.49 3.60 0.084
H 0.22 -2.42 4.95 0.081
H 2.67 -7.31 7.47 0.084
H 2.09 -5.85 7.93 0.078
H 3.43 -5.74 6.82 0.067
H -0.20 -3.90 6.49 0.100
```

Values from the calculation:
SMILES string	CC1(C)CCCC(C)(C)N1O.CC1(C)CCCC(C)(C)N1O.CC1(C)CCCC(C)(C)N1O.CC1(C)CCCC(C)(C)N1O.CC1(C)CCCC(C)(C)N1O
2S+1	1
HOMO-LUMO gap	8.43	eV
energy above the lowest of the compared OMol25 structures with the same formula, charge and spin	217.9	kJ/mol

=====

Record 2
C45H97F12N13O3P2 | the ωB97M-V functional and the def2-TZVPD basis

Geometry as XYZ:
```
172
Properties=species:S:1:pos:R:3:lowdin_charge:R:1
C -7.03 -7.84 3.63 0.043
N -6.45 -6.42 3.88 -0.332
C -6.76 -6.01 5.27 -0.001
C -4.97 -6.44 3.63 -0.002
C -7.08 -5.41 2.79 -0.055
C -7.02 -5.66 1.31 -0.222
O -7.89 -6.73 0.93 -0.062
H -8.10 -7.79 3.85 0.120
H -6.37 -8.50 4.18 0.108
H -6.94 -8.18 2.60 0.098
H -6.35 -5.01 5.45 0.108
H -6.24 -6.71 5.92 0.116
H -7.82 -5.89 5.47 0.120
H -4.53 -7.01 4.45 0.110
H -4.62 -5.42 3.81 0.109
H -4.70 -6.70 2.61 0.109
H -6.67 -4.44 3.07 0.135
H -8.16 -5.34 2.95 0.140
H -6.00 -5.93 1.01 0.110
H -7.25 -4.84 0.63 0.143
H -7.79 -6.93 -0.01 0.104
C 9.76 -0.79 7.35 0.058
N 9.55 -0.89 5.79 -0.300
C 10.57 0.07 5.07 0.019
C 9.82 -2.33 5.28 0.032
C 8.18 -0.41 5.36 -0.110
C 6.98 -0.75 6.30 -0.176
O 6.97 -2.17 6.61 -0.078
H 9.73 0.25 7.68 0.113
H 10.77 -1.11 7.64 0.110
H 9.11 -1.56 7.76 0.098
H 10.46 0.24 4.00 0.109
H 11.57 -0.37 5.13 0.106
H 10.56 1.02 5.59 0.105
H 10.86 -2.61 5.44 0.111
H 9.58 -2.40 4.22 0.107
H 9.15 -2.93 5.89 0.092
H 8.10 -0.72 4.32 0.132
H 8.24 0.66 5.20 0.130
H 6.10 -0.46 5.73 0.122
H 6.99 -0.21 7.25 0.122
H 6.31 -2.36 7.27 0.099
C 4.12 7.77 -2.23 0.004
N 2.96 7.34 -3.09 -0.309
C 3.40 6.31 -4.16 0.041
C 1.99 6.61 -2.09 0.017
C 2.11 8.51 -3.57 -0.089
C 2.85 9.51 -4.55 -0.181
O 2.80 8.90 -5.82 -0.080
H 4.64 6.94 -1.75 0.108
H 3.74 8.37 -1.40 0.115
H 4.92 8.18 -2.85 0.110
H 4.08 6.80 -4.86 0.104
H 2.53 6.05 -4.75 0.104
H 3.85 5.42 -3.73 0.109
H 2.47 5.80 -1.54 0.109
H 1.15 6.30 -2.70 0.108
H 1.67 7.33 -1.33 0.104
H 1.88 9.21 -2.76 0.135
H 1.19 8.21 -4.07 0.140
H 3.93 9.57 -4.37 0.118
H 2.49 10.52 -4.72 0.140
H 1.91 9.09 -6.14 0.095
C -8.17 3.60 6.63 -0.066
C -8.60 4.53 5.51 -0.173
N -8.21 4.17 4.15 -0.030
C -8.30 2.96 3.57 -0.041
C -7.87 2.94 2.27 0.026
N -7.42 4.23 2.04 -0.083
C -7.77 5.00 3.11 0.053
C -6.77 4.62 0.78 0.023
H -7.17 3.17 6.49 0.084
H -8.93 2.82 6.70 0.083
H -8.07 4.12 7.57 0.091
H -8.06 5.44 5.73 0.120
H -9.59 4.97 5.61 0.143
H -8.42 2.09 4.20 0.141
H -7.71 2.15 1.55 0.147
H -7.57 6.06 3.22 0.161
H -5.76 4.21 0.71 0.103
H -6.67 5.70 0.79 0.102
H -7.21 4.20 -0.12 0.115
C 3.10 4.67 -11.36 -0.047
C 2.89 3.12 -11.60 -0.133
N 2.32 2.44 -10.46 -0.061
C 2.92 1.34 -9.80 0.021
C 2.09 1.07 -8.76 -0.009
N 0.93 1.92 -8.80 -0.057
C 1.14 2.74 -9.86 0.007
C -0.29 1.93 -7.92 0.041
H 3.54 5.16 -12.24 0.087
H 3.77 4.89 -10.53 0.072
H 2.27 5.30 -11.03 0.067
H 3.83 2.64 -11.87 0.132
H 2.15 2.95 -12.39 0.133
H 3.80 0.82 -10.14 0.144
H 2.22 0.24 -8.09 0.128
H 0.55 3.62 -10.02 0.173
H -0.25 1.00 -7.36 0.099
H -1.21 2.06 -8.49 0.108
H -0.25 2.76 -7.23 0.094
C 5.48 -9.28 4.51 -0.055
C 4.23 -8.88 3.69 -0.123
N 4.64 -7.98 2.59 -0.057
C 4.14 -6.72 2.25 0.019
C 4.87 -6.26 1.14 0.023
N 5.82 -7.26 0.76 -0.069
C 5.66 -8.24 1.70 -0.001
C 6.74 -7.27 -0.41 0.028
H 6.31 -9.83 4.06 0.080
H 5.24 -9.83 5.42 0.089
H 5.97 -8.38 4.88 0.079
H 3.44 -8.30 4.18 0.126
H 3.77 -9.76 3.24 0.131
H 3.35 -6.34 2.88 0.131
H 4.78 -5.43 0.45 0.124
H 6.31 -9.09 1.67 0.167
H 6.44 -6.57 -1.19 0.098
H 6.74 -8.27 -0.86 0.108
H 7.73 -6.91 -0.15 0.103
C -1.02 5.03 7.03 -0.063
C 0.52 5.19 6.97 -0.131
N 1.01 6.05 8.11 -0.052
C 1.03 5.75 9.46 -0.009
C 1.48 6.86 10.21 0.044
N 1.62 7.91 9.28 -0.100
C 1.40 7.39 8.00 0.049
C 1.98 9.27 9.56 0.002
H -1.32 4.72 8.03 0.074
H -1.29 4.22 6.35 0.084
H -1.60 5.93 6.81 0.084
H 0.70 5.73 6.05 0.119
H 1.04 4.24 7.07 0.127
H 0.76 4.78 9.85 0.136
H 1.57 7.08 11.26 0.142
H 1.37 7.96 7.09 0.157
H 3.07 9.26 9.56 0.111
H 1.68 9.59 10.56 0.114
H 1.66 10.01 8.83 0.111
C -1.69 -5.77 -11.17 -0.050
C -2.97 -6.24 -10.36 -0.118
N -2.68 -6.06 -8.90 -0.048
C -3.49 -5.31 -8.01 0.046
C -2.90 -5.39 -6.70 0.023
N -1.80 -6.26 -6.79 -0.111
C -1.66 -6.64 -8.10 0.027
C -0.92 -6.69 -5.67 0.019
H -1.29 -4.83 -10.81 0.076
H -2.11 -5.52 -12.15 0.080
H -0.92 -6.54 -11.24 0.075
H -3.35 -7.25 -10.49 0.133
H -3.73 -5.51 -10.65 0.123
H -4.28 -4.68 -8.40 0.134
H -3.15 -4.94 -5.75 0.128
H -0.93 -7.38 -8.37 0.158
H -0.07 -7.28 -6.02 0.097
H -1.46 -7.49 -5.16 0.104
H -0.63 -5.82 -5.09 0.104
P -1.44 -0.78 0.23 0.135
F -0.42 -0.54 -1.04 -0.196
F -1.46 -2.33 0.20 -0.117
F -0.06 -0.72 1.15 -0.214
F -2.38 -0.78 1.51 -0.182
F -1.64 0.84 0.44 -0.223
F -2.82 -0.73 -0.70 -0.203
P -9.40 1.00 -6.49 0.180
F -10.53 -0.11 -6.29 -0.166
F -8.61 0.00 -7.53 -0.204
F -10.27 1.56 -7.73 -0.163
F -8.28 2.15 -6.67 -0.190
F -10.06 1.89 -5.26 -0.216
F -8.46 0.38 -5.25 -0.241
```

Values from the calculation:
2S+1	1
total charge	+6
HOMO-LUMO gap	6.69	eV

=====

| no. | E_LUMO (eV) | HOMO level (eV) |
| --- | --- | --- |
| 1 | 0.6 | -7.878 |
| 2 | -8.3 | -15.003 |